(1)
46
Properties=species:S:1:pos:R:3:forces:R:3 method="wB97M-V/def2-TZVPD" e_above_lowest_kcal_mol=4.4 e_homo_ev=-15.8 total_charge=+2
Ce -0.58475 -0.18775 0.56456 1.6 -0.6 -0.7
N -0.26089 -0.89818 -1.85568 0.4 -0.4 0.0
C 0.70045 -1.95839 -1.41408 0.0 -0.2 -0.2
C 1.22807 -2.92548 -2.46177 0.1 -0.1 -0.1
C 0.19653 -3.69666 -3.30085 0.0 -0.1 0.0
C 0.17098 -3.27445 -4.77120 0.1 -0.1 -0.2
N -0.92586 -3.90051 -5.52121 0.0 -0.1 0.1
C -2.07390 -3.35778 -5.90705 0.1 0.2 -0.1
N -2.28703 -2.04149 -5.78062 0.0 -0.1 0.0
N -3.03014 -4.12271 -6.42511 0.0 -0.1 0.0
C 1.85743 -1.15359 -0.78533 -0.3 0.2 0.3
O 2.86643 -0.95819 -1.38477 0.3 0.1 0.3
O 1.50534 -0.59623 0.40250 0.0 -0.3 -0.9
H -1.09256 -1.30970 -2.26801 0.0 0.0 0.0
H 0.19855 -0.29937 -2.53723 -0.1 0.1 0.0
H 0.18362 -2.54280 -0.64236 0.0 0.0 0.0
H 1.82801 -3.64581 -1.90310 0.1 0.0 0.0
H 1.94284 -2.39621 -3.09649 0.0 0.0 0.0
H -0.81301 -3.66882 -2.87710 0.0 0.2 0.0
H 0.49181 -4.74706 -3.28333 -0.2 0.0 0.0
H 1.08662 -3.60999 -5.25832 0.1 0.1 0.0
H 0.15825 -2.19285 -4.90466 -0.1 0.0 0.1
H -0.82720 -4.89110 -5.68696 0.0 0.0 0.0
H -1.50633 -1.42447 -5.65382 0.0 0.1 0.0
H -3.11956 -1.63252 -6.17253 0.0 0.0 0.0
H -2.92687 -5.12171 -6.49230 0.0 0.0 0.0
H -3.88022 -3.72846 -6.79171 0.0 0.0 0.0
N 0.11340 1.04996 2.71338 -0.4 0.3 0.0
C -0.99882 1.89839 3.25671 0.1 0.1 -0.2
C -1.57581 2.80476 2.14888 0.0 0.2 0.1
C -1.71320 1.93568 0.95074 -0.7 1.0 -0.2
O -2.50685 0.94087 0.96067 0.1 0.5 0.3
O -0.81040 1.95456 0.03804 -0.3 0.4 0.4
H 0.40556 0.38670 3.42741 0.0 0.0 0.0
H 0.92802 1.62957 2.51850 0.0 0.0 0.0
H -0.66541 2.52457 4.08168 0.1 -0.1 0.1
H -1.77203 1.22484 3.61901 0.0 0.0 0.0
H -0.90792 3.63153 1.91445 0.0 0.0 0.0
H -2.54319 3.19260 2.46489 0.0 0.0 0.0
Cl -1.76435 -4.69541 2.14703 0.0 -0.1 0.0
C -2.90400 -3.36621 1.87874 0.1 0.1 -0.1
Cl -4.14520 -3.82333 0.72876 0.0 0.0 0.0
Cl -3.62233 -2.81670 3.38125 0.0 0.0 0.0
C -2.01967 -2.24541 1.30591 0.0 -0.2 0.4
O -2.05133 -1.94042 0.08626 -0.2 -0.3 0.3
O -1.20847 -1.64214 2.09909 -0.7 -0.8 0.1

---

(2)
78
Properties=species:S:1:pos:R:3:forces:R:3 method="wB97M-V/def2-TZVPD" e_homo_ev=-4.4 total_charge=-1
C -1.84994 2.10162 0.51560 0.4 0.4 -0.1
C -1.54914 0.81785 1.23978 0.0 0.2 -0.3
O -1.77437 0.71358 2.40902 -0.4 -0.2 0.9
O -1.10521 -0.26190 0.56487 0.3 0.1 -0.1
C -0.03762 -0.08222 -0.39095 0.3 -0.4 -0.5
C 1.33631 0.06911 0.23251 -0.1 0.6 -0.1
C 1.68786 1.51569 0.62360 -0.1 -0.2 -0.1
C 2.48207 2.25058 -0.45496 -0.3 0.3 0.7
N 1.68929 2.36432 -1.69341 0.7 0.2 -0.5
C 1.38624 3.76281 -2.09737 -0.5 0.0 0.3
C 2.56305 4.52353 -2.75140 0.6 0.5 0.3
O 2.74748 4.33139 -3.97517 -0.1 -0.1 0.1
O 3.22090 5.24370 -1.95421 -0.3 -0.4 -0.4
P 2.15650 1.33620 -2.92801 0.2 -0.5 -0.1
O 3.35490 0.49444 -2.67667 0.0 -0.1 0.2
H -1.27132 2.26976 -0.38344 0.0 -0.1 -0.1
H -2.90271 2.14893 0.24603 -0.1 -0.2 0.1
H -1.64508 2.91430 1.20634 -0.1 0.0 0.1
H -0.03176 -0.99159 -0.99002 -0.2 -0.1 0.1
H -0.23971 0.72430 -1.08407 -0.2 0.2 0.1
H 1.43607 -0.61341 1.07190 0.0 -0.1 0.0
H 2.04226 -0.24021 -0.54082 0.1 -0.2 0.1
H 0.78543 2.11076 0.77655 -0.1 -0.1 0.2
H 2.22837 1.51952 1.57015 0.2 0.1 0.0
H 3.45783 1.79879 -0.61706 0.0 -0.2 -0.2
H 2.66660 3.26042 -0.09153 0.1 0.1 -0.2
H 1.11695 4.29709 -1.18767 -0.1 0.0 0.1
H 0.49084 3.75996 -2.72354 0.1 -0.1 -0.3
H 2.25391 2.08967 -4.10064 -0.3 0.2 0.1
H 1.02700 0.50321 -3.12715 -0.1 0.1 -0.1
C 0.73362 -4.81153 -1.45899 0.1 0.1 -0.1
C 1.27831 -4.37710 -0.10583 -0.4 -0.1 0.0
C 0.69157 -5.21604 1.02131 0.1 0.0 0.1
O 1.01587 -2.99889 0.11825 0.2 -0.1 0.0
H -0.35196 -4.68011 -1.48994 0.0 -0.1 0.1
H 1.16207 -4.20063 -2.25380 0.0 0.0 0.0
H 0.96020 -5.85976 -1.66262 0.0 0.0 0.0
H 2.36515 -4.47143 -0.10453 0.0 0.1 0.0
H -0.39444 -5.09412 1.05764 0.0 0.0 -0.1
H 1.08858 -4.89396 1.98425 0.0 0.0 0.0
H 0.91624 -6.27612 0.88792 0.0 0.0 0.0
H 0.05957 -2.87398 0.12931 0.0 0.1 0.1
C -6.59718 3.61951 2.82452 0.0 0.0 -0.2
C -5.18939 3.10856 2.55026 -0.1 0.1 0.4
C -4.62796 2.34376 3.73831 0.2 0.0 -0.1
O -4.33365 4.19622 2.20294 0.0 -0.1 -0.2
H -6.59040 4.31067 3.67210 0.0 -0.1 0.1
H -6.98395 4.16172 1.96077 0.0 0.0 0.0
H -7.27869 2.79917 3.05554 0.0 0.0 0.0
H -5.20510 2.45701 1.67497 0.1 0.0 -0.1
H -4.56482 2.99494 4.61591 -0.1 0.0 0.0
H -3.62268 1.98277 3.51931 0.0 0.0 0.0
H -5.25785 1.48833 3.98875 0.0 0.0 0.0
H -4.29187 4.79014 2.95956 0.0 0.0 0.0
C 4.40037 -4.07048 2.12482 -0.2 0.0 0.0
C 5.03591 -2.70657 1.89724 0.2 -0.2 0.2
C 6.55510 -2.78737 1.91322 0.0 0.1 0.0
O 4.58184 -1.78218 2.88355 -0.1 0.1 -0.1
H 4.68347 -4.46542 3.10554 0.1 0.0 0.0
H 3.31382 -3.98649 2.10650 0.0 0.0 0.0
H 4.70975 -4.78678 1.36118 0.0 0.0 0.0
H 4.70350 -2.30502 0.93957 -0.1 0.1 0.0
H 6.90667 -3.14631 2.88557 0.0 -0.1 0.0
H 6.98952 -1.80168 1.74814 0.0 0.0 0.0
H 6.92507 -3.46466 1.14186 0.0 0.0 0.0
H 4.86151 -2.11099 3.74424 0.0 0.0 0.0
C -2.56442 -0.32649 -4.30031 0.1 0.0 0.0
C -2.59124 -0.08191 -2.79906 -0.3 0.1 -0.2
C -4.00910 -0.11405 -2.24828 0.0 0.0 0.1
O -1.97037 1.16283 -2.49058 0.0 -0.1 -0.1
H -3.12454 0.45418 -4.82288 -0.1 0.0 0.0
H -1.53975 -0.30032 -4.67138 0.0 0.0 0.0
H -3.00356 -1.29323 -4.55303 0.0 0.0 0.0
H -1.99105 -0.84059 -2.29543 0.1 0.1 0.0
H -4.61367 0.67323 -2.70833 0.0 0.0 -0.1
H -4.00260 0.05974 -1.17158 0.0 0.0 0.0
H -4.48899 -1.07465 -2.44269 0.0 0.0 0.0
H -2.47148 1.86391 -2.92204 0.0 0.0 0.0

---

(3)
116
Properties=species:S:1:pos:R:3:forces:R:3 method="wB97M-V/def2-TZVPD" e_above_lowest_kcal_mol=17.4 e_homo_ev=-9.9
C -18.39811 10.43105 5.74303 0.1 -0.8 1.1
C -18.78894 10.77248 7.21038 1.0 0.0 -1.1
O -19.08634 12.18483 7.21548 -0.2 0.1 0.5
C -19.86827 12.75084 8.15322 -2.5 -3.1 1.8
C -20.34881 14.08590 7.76969 0.8 1.3 -0.2
O -20.35679 12.16379 9.14561 2.0 1.2 -2.5
H -17.77784 11.18545 5.25905 -0.6 0.4 0.0
H -19.26017 10.08047 5.17555 0.1 0.5 -0.3
H -17.70476 9.59234 5.80575 -0.1 -0.4 0.0
H -19.60276 10.14552 7.57468 -0.2 0.4 0.0
H -17.89973 10.56212 7.80466 -0.2 0.4 0.4
H -20.03367 14.73253 8.58863 -0.3 0.3 -0.1
H -21.43083 14.13505 7.64752 0.1 -0.3 0.3
H -19.87856 14.43329 6.84975 0.0 0.0 0.0
C -15.74762 13.55442 1.85447 0.0 -0.1 1.7
C -15.84061 12.47016 2.97523 -0.5 1.4 -0.7
O -15.76330 11.18768 2.41863 -0.4 -1.9 -0.9
C -16.86850 10.58418 1.93376 -3.4 0.3 0.3
C -16.69680 9.19385 1.40934 1.0 -0.1 -0.1
O -18.04121 11.01517 1.93951 3.1 0.4 0.4
H -16.51791 13.48654 1.08625 0.3 -0.4 -0.1
H -14.72203 13.61869 1.49097 -0.2 -0.2 -0.4
H -15.93054 14.50295 2.35938 0.1 0.2 -0.1
H -15.00311 12.56127 3.66688 0.0 -0.1 -0.2
H -16.75816 12.54459 3.55889 -0.2 0.2 -0.1
H -15.79474 9.15138 0.79895 -0.2 -0.2 -0.2
H -17.60323 8.87899 0.89228 0.3 0.3 -0.1
H -16.54585 8.47882 2.21808 0.1 0.1 0.2
C -12.98192 8.94398 1.87180 1.2 -0.3 -0.9
C -12.12081 7.75617 1.33095 0.6 1.0 1.3
O -12.90433 6.58695 1.36215 -1.0 -2.1 0.7
C -12.90688 5.83321 2.51503 1.4 0.6 3.1
C -14.12211 4.87939 2.69028 0.2 0.8 -1.1
O -12.09443 6.00852 3.44605 -1.9 -0.3 -2.8
H -12.33589 9.81316 1.99540 0.0 0.0 0.0
H -13.40390 8.72478 2.85261 -0.1 -0.2 -0.2
H -13.74249 9.23277 1.14638 -0.1 -0.1 0.2
H -11.65984 7.85367 0.34804 -0.9 0.3 -0.4
H -11.22922 7.60693 1.93996 -0.2 0.0 0.5
H -14.28160 4.34866 3.62889 1.1 0.3 0.1
H -14.15471 4.14369 1.88668 -0.1 0.2 -0.1
H -14.98733 5.53830 2.61715 -0.2 -0.1 -0.4
C -19.85497 10.62138 -1.04157 -0.1 -0.3 -1.2
C -20.44112 10.95198 -2.42962 -0.3 1.7 1.2
O -21.39641 9.99119 -2.87836 1.4 -1.6 0.5
C -22.08447 10.22964 -3.96318 -1.6 3.6 -1.7
C -23.17361 9.22954 -4.16014 -0.5 -0.4 -0.4
O -22.04297 11.29058 -4.63661 0.7 -2.9 1.7
H -20.64658 10.22858 -0.40349 0.3 -0.1 0.2
H -19.41013 11.50116 -0.57659 -0.3 0.1 -0.2
H -19.01043 9.94270 -1.16097 -0.2 -0.5 0.2
H -21.09573 11.81565 -2.31279 0.6 0.6 -0.1
H -19.64656 11.18696 -3.13783 -0.3 -0.3 -0.3
H -23.29689 8.53586 -3.32845 0.3 0.1 -0.2
H -23.02017 8.68638 -5.09263 0.1 -0.1 0.1
H -24.11555 9.75988 -4.30013 0.1 0.2 0.0
C -15.64308 13.80086 -1.75615 -0.2 -0.6 -1.1
C -16.67131 13.41027 -2.83837 2.0 1.2 0.2
C -16.41342 13.80270 -4.30030 -1.5 -0.3 1.0
O -17.66570 12.89166 -2.45486 -1.9 -1.0 0.1
H -14.71728 14.15067 -2.21289 0.0 0.2 0.3
H -15.45627 12.88692 -1.19231 0.1 0.1 0.1
H -16.11503 14.52501 -1.09209 0.2 0.1 0.0
H -17.40408 13.75464 -4.75241 0.0 0.0 -0.2
H -15.79884 13.06635 -4.81815 0.5 0.5 0.1
H -16.11017 14.84927 -4.27145 0.6 -0.2 -0.5
C -11.92327 16.48543 -1.17122 -0.4 0.1 0.4
C -13.09474 16.35920 -0.19385 0.7 0.5 -2.9
C -14.35242 16.98452 -0.67813 0.0 0.5 0.6
O -13.02943 15.71815 0.79551 0.2 -1.2 2.4
H -11.10651 15.82956 -0.86983 0.0 0.1 -0.2
H -11.60981 17.52717 -1.23917 0.2 0.0 0.1
H -12.31961 16.24252 -2.15713 0.2 -0.2 -0.1
H -15.11137 16.80200 0.08265 -0.1 0.1 -0.5
H -14.59959 16.61823 -1.67454 -0.2 0.0 0.2
H -14.14770 18.05233 -0.75547 -0.2 0.2 -0.1
Br -17.54425 16.70899 0.72713 -1.4 -0.7 -0.2
C -19.16855 15.56250 0.30519 -0.2 -0.7 0.4
C -19.40764 14.47299 1.38263 0.2 0.6 -0.3
Br -21.03274 13.40953 0.99524 0.6 0.6 -0.1
H -18.96649 15.09859 -0.66024 0.2 0.1 0.1
H -20.04300 16.20423 0.19740 0.3 0.2 0.2
H -19.59787 14.89287 2.37036 0.2 0.0 -0.2
H -18.56928 13.77725 1.41706 -0.3 -0.1 0.1
Br -17.47688 15.36245 4.33141 -0.9 1.0 0.8
C -18.15749 16.81336 5.54680 0.6 0.2 0.3
C -18.02230 18.18075 4.93404 1.1 0.2 -0.9
Br -18.89090 19.48071 6.10016 0.0 -0.2 -0.4
H -17.47658 16.74474 6.39518 -0.3 -0.1 0.1
H -19.19216 16.73743 5.88113 0.1 -0.9 -0.3
H -18.31508 18.20785 3.88444 -1.0 0.2 0.3
H -16.98978 18.51752 4.84138 0.1 -0.1 0.5
Br -10.15123 13.91577 4.36231 0.3 -0.1 -1.1
C -10.20761 13.29202 2.46417 0.0 0.1 -0.3
C -11.63583 12.77264 2.26475 1.5 -0.3 0.5
Br -11.90663 12.23594 0.40230 -0.1 0.3 0.4
H -9.42399 12.54915 2.31520 -0.4 -0.4 0.5
H -9.89737 14.04221 1.73680 -0.5 0.7 0.5
H -12.34923 13.50340 2.64573 -0.2 -0.2 -0.6
H -11.64023 11.86493 2.86820 -0.7 0.0 -0.2
Br -23.08789 6.22468 -2.06410 0.3 -0.3 0.6
C -22.32722 6.76100 -0.31339 0.4 0.2 -0.2
C -20.81085 6.94565 -0.46311 -0.5 0.4 0.6
Br -20.01275 7.61673 1.27076 -0.7 -0.4 -0.9
H -22.57791 6.02727 0.45271 -0.1 0.0 -0.3
H -22.85464 7.69850 -0.13727 0.3 -0.1 0.3
H -20.62214 7.73889 -1.18647 0.2 -0.2 0.0
H -20.27828 6.01755 -0.67070 -0.2 0.2 -0.1
Br -13.81854 14.91094 4.67788 0.5 1.2 -0.2
C -13.15605 16.58777 3.83019 0.7 0.2 -1.4
C -14.32380 17.39057 3.29130 -0.5 0.1 1.1
Br -13.73778 19.20178 2.61844 -0.4 -1.4 0.4
H -12.48119 16.32778 3.01467 -0.2 -0.6 0.0
H -12.53078 17.22769 4.45280 -0.4 -0.4 0.8
H -14.95131 17.52233 4.17277 -0.2 0.8 -0.2
H -14.98001 16.90513 2.56893 0.6 0.0 -0.4

---

no.,LUMO level (eV),Kohn-Sham gap (eV)
1,-7.4,8.405
2,2.3,6.704
3,0.1,9.960